The following is a quantum chemistry calculation of a 2-piece molecular cluster, C4H8O3 overall, from the Open Molecules 2025 dataset.

The geometry in XYZ format:
```
15
Properties=species:S:1:pos:R:3:forces:R:3:lowdin_charge:R:1
O 0.543952 1.416207 -1.306020 -0.570 0.027 0.733 0.143
C -0.114872 1.403561 -0.330716 0.429 0.158 -0.501 -0.196
C -0.749110 1.618498 0.813711 -0.042 -0.229 -0.218 -0.183
O -0.923464 2.932539 1.232395 0.117 0.252 0.033 -0.025
H -1.232680 0.824753 1.365595 0.121 0.167 -0.151 0.113
H -0.049124 3.310999 1.374826 -0.130 0.089 0.136 0.095
C -0.399705 -1.379462 -1.319742 -0.035 -0.110 -0.187 -0.103
O -0.326027 -0.900286 0.006442 -0.070 -0.012 0.033 -0.301
C 0.903981 -1.148892 0.654397 0.171 -0.082 0.111 -0.107
H -1.330224 -0.988639 -1.740799 0.142 -0.125 0.052 0.100
H -0.422077 -2.476360 -1.340440 0.055 0.115 0.011 0.093
H 0.437853 -1.013229 -1.929923 -0.087 -0.076 0.147 0.089
H 1.086376 -2.225276 0.764526 -0.009 0.098 -0.059 0.093
H 0.833055 -0.688443 1.643658 0.044 -0.147 -0.158 0.091
H 1.742066 -0.685970 0.112091 -0.136 -0.124 0.016 0.097
```
Positions in Å, forces in eV/Å.

Its SMILES is O=C=CO.COC. The multiplicity is 1. The energy relative to the best compared isomer or geometry (same formula, charge and spin) is 79.8 kcal per mole. The HOMO energy is -8.383 eV.

***

The following is a quantum chemistry calculation of a 2-piece molecular cluster, C4H9NO2 overall, from the Open Molecules 2025 dataset.

The geometry in XYZ format:
```
16
Properties=species:S:1:pos:R:3:forces:R:3:lowdin_charge:R:1
C 1.366973 1.810480 0.275612 0.252 0.002 0.037 -0.132
C 0.091732 2.451976 0.582923 -0.030 0.241 0.261 -0.152
O 0.242783 1.701333 -0.614000 -0.022 -0.098 -0.160 -0.122
H 1.646761 0.882659 0.768319 -0.103 0.191 -0.120 0.081
H 2.190906 2.394157 -0.128598 -0.175 0.048 0.069 0.112
H -0.559486 2.004102 1.331911 0.081 0.047 -0.093 0.110
H -0.025418 3.522504 0.438257 -0.012 -0.089 0.003 0.106
C -1.625929 -1.798954 -0.900324 -0.092 -0.110 -0.034 -0.090
N -0.445637 -1.094430 -0.450078 0.235 0.064 0.040 -0.015
C 0.655254 -1.723233 0.016356 -0.004 -0.065 0.011 -0.359
O 1.682085 -1.186632 0.398861 -0.310 -0.255 -0.124 -0.013
H -2.508675 -1.528998 -0.308273 0.160 -0.031 -0.093 0.080
H -1.839779 -1.595446 -1.955944 0.057 -0.021 0.170 0.083
H -1.460560 -2.875926 -0.788687 -0.054 0.181 -0.028 0.078
H -0.381061 -0.079341 -0.566082 0.021 -0.210 0.041 0.104
H 0.542127 -2.825733 0.027047 -0.004 0.107 0.018 0.129
```
Positions in Å, forces in eV/Å.

Its SMILES is C1CO1.CNC=O. The multiplicity is 1. The energy relative to the best compared isomer or geometry (same formula, charge and spin) is 54.0 kcal per mole. The HOMO energy is -9.584 eV.

***

The following is a quantum chemistry calculation of C11H46O14V as an isolated structure at a distorted geometry, from the Open Molecules 2025 dataset.

The geometry in XYZ format:
```
72
Properties=species:S:1:pos:R:3:forces:R:3:lowdin_charge:R:1
V 16.146895 30.395093 -5.021102 -0.554 2.271 -0.579 0.759
O 15.050255 31.358052 -6.801980 0.916 0.450 2.128 -0.461
C 15.043568 32.769402 -6.539748 0.260 -0.467 0.416 -0.315
C 15.297035 33.277196 -5.045104 -0.073 -1.962 0.242 -0.301
O 16.266572 32.561579 -4.241330 -0.772 -0.482 -1.538 -0.451
H 14.050030 33.128315 -6.808355 -0.438 0.323 0.166 0.077
H 15.711359 33.286775 -7.228584 0.657 0.031 -0.077 0.080
H 14.311813 33.153447 -4.595516 -0.412 -0.156 0.389 0.076
H 15.463749 34.352428 -4.980417 0.386 0.346 -0.576 0.083
O 13.326113 34.877936 -1.964816 -0.366 0.508 0.119 -0.043
H 13.942998 35.434097 -2.440610 0.207 0.081 -0.057 0.013
H 13.237446 34.096478 -2.510422 -0.076 -0.355 -0.088 -0.011
O 19.210833 32.597076 -3.714072 0.785 -0.155 -0.039 -0.073
H 18.845854 33.106184 -2.990308 -0.223 0.129 0.070 -0.005
H 18.596799 32.731835 -4.435894 -0.591 0.022 -0.080 -0.004
O 14.774641 32.206507 -1.629494 0.206 -0.207 0.724 -0.064
H 13.868547 32.256040 -1.934064 -0.270 -0.246 -0.185 -0.028
H 15.299775 32.399883 -2.406069 0.225 0.141 -0.825 -0.029
O 14.093421 29.259443 -8.314226 -0.537 -1.016 -0.208 -0.076
H 13.453626 29.745615 -8.834352 0.030 0.148 -0.150 0.019
H 14.539506 29.928903 -7.795514 0.382 0.856 0.227 -0.046
O 12.483078 30.932927 -5.530019 -1.004 0.128 0.620 -0.052
H 13.252290 30.892516 -6.098286 1.238 0.150 -0.470 -0.016
H 11.746610 30.735285 -6.108626 -0.177 -0.118 -0.117 0.040
O 12.208180 31.963372 -2.754450 -0.297 0.370 0.336 -0.037
H 11.979993 31.771516 -3.664039 0.313 -0.212 -0.748 0.015
H 11.716222 31.321020 -2.242998 -0.025 -0.119 0.232 0.057
O 16.885688 34.734496 -2.434581 0.406 0.567 0.511 -0.046
H 16.356513 35.494723 -2.675960 -0.009 0.201 0.052 0.021
H 16.661568 34.069597 -3.085662 -0.190 -0.991 -0.712 -0.035
O 16.786184 30.851017 -9.178139 0.411 0.033 -0.661 -0.064
H 16.438740 31.341506 -8.433200 -0.538 0.056 0.565 -0.017
H 17.450185 30.275795 -8.798075 0.086 -0.149 0.115 0.022
O 17.636635 31.741572 -0.931398 0.384 -0.323 0.234 -0.050
H 16.992025 31.934196 -1.612289 -0.301 0.041 -0.038 -0.016
H 18.144713 32.548374 -0.846787 0.015 0.217 0.050 0.023
C 13.025092 37.127531 -5.714365 -0.639 0.785 -0.663 -0.047
C 12.631371 38.250907 -4.763509 -0.630 -0.527 0.837 -0.517
C 11.555019 37.840302 -3.731509 0.891 0.279 -0.167 -0.047
O 13.804088 38.657389 -4.154331 1.942 0.245 0.938 -0.049
H 13.596582 37.483635 -6.571512 -0.235 0.368 -0.134 0.072
H 12.064555 36.746368 -6.061053 0.297 -0.630 -0.291 0.078
H 13.695613 36.367118 -5.314033 -0.530 -0.082 0.670 0.076
H 12.210879 39.153573 -5.206773 -0.196 -0.210 -1.045 0.127
H 11.845605 36.991792 -3.112071 -0.114 -0.392 -0.369 0.069
H 10.612857 37.712606 -4.264526 -0.101 -0.203 0.332 0.078
H 11.486137 38.664580 -3.021626 -0.403 0.252 -0.032 0.070
H 13.657667 39.186754 -3.366975 -0.251 0.041 -0.015 0.087
C 19.262060 37.880236 -7.802350 -0.050 0.031 0.823 -0.062
C 19.017244 36.389272 -7.722025 -0.040 0.208 -0.104 -0.501
C 17.850387 35.935570 -6.780110 0.897 0.131 -1.317 -0.030
O 18.876572 35.938290 -9.046980 -0.843 -0.222 -0.938 -0.057
H 19.163328 38.206268 -6.766950 0.079 0.577 -0.042 0.072
H 18.548138 38.411912 -8.431425 -0.181 -0.197 0.071 0.081
H 20.265577 38.132730 -8.144818 -0.007 -0.169 -0.075 0.073
H 19.949875 35.898763 -7.443258 0.057 0.150 1.130 0.129
H 17.955574 34.852161 -6.837238 -0.285 -0.161 0.935 0.069
H 16.847043 36.151431 -7.147288 0.105 0.324 -0.406 0.071
H 17.925048 36.394822 -5.794407 0.268 -0.531 0.124 0.077
H 18.659916 35.003500 -9.018067 -0.067 -0.188 -0.181 0.085
C 12.229446 33.355808 -9.752173 -1.413 -1.530 -0.451 -0.067
C 13.255013 34.397887 -9.870121 1.473 1.156 0.722 -0.492
C 13.129252 35.481369 -8.793899 0.135 0.218 -0.686 -0.061
O 14.546294 33.825885 -9.640042 -0.092 -0.099 -0.205 -0.055
H 11.194732 33.697085 -9.720908 -0.009 0.413 -0.024 0.080
H 12.366407 32.736815 -8.865502 0.224 0.145 0.215 0.080
H 12.280701 32.669415 -10.597361 0.111 -0.097 -0.073 0.083
H 13.363653 34.819150 -10.869531 -0.550 0.146 -0.062 0.138
H 13.252128 35.011566 -7.818050 -0.372 -0.019 0.156 0.063
H 12.205906 36.058272 -8.845945 -0.043 -0.056 0.127 0.082
H 13.985493 36.146126 -8.908057 -0.094 0.226 -0.024 0.084
H 14.585306 33.828083 -8.680836 0.613 -0.492 0.172 0.018
```
Positions in Å, forces in eV/Å.

The charge is -1. The multiplicity is 5. The HOMO energy (alpha / beta) is -3.768 / -6.132 eV. As for the expectation value of S²: 6.00.

***

The following is a quantum chemistry calculation of an isolated ion of composition C9H11N2O3 and charge -1 at a distorted geometry, from the Open Molecules 2025 dataset.

The geometry in XYZ format:
```
25
Properties=species:S:1:pos:R:3:forces:R:3:lowdin_charge:R:1
C -0.928570 2.338388 1.093521 -0.619 1.656 1.294 -0.204
C -0.262158 1.632077 0.153349 2.288 -1.835 -2.433 -0.214
C -0.098048 0.345010 0.690082 -0.542 -1.198 -0.839 0.047
C -0.448480 -2.222645 -0.894275 -1.286 1.695 -1.272 -0.665
C 0.342080 1.992798 -1.243475 0.232 -1.130 2.601 -0.149
C 0.458005 0.739307 -2.019406 3.760 -1.071 -2.307 -0.226
C 1.396499 -0.395791 -1.482506 -3.127 0.137 0.443 -0.120
C 0.717603 -1.284473 -0.463427 -1.166 3.771 1.129 -0.285
C -0.990451 -0.787423 2.725897 -1.667 -0.153 -1.379 -0.032
N -1.212984 1.635892 2.162764 -0.536 -1.268 1.651 0.028
N -0.721525 0.391902 1.925025 1.340 0.275 -1.812 -0.204
O -0.678553 -3.180522 -0.149284 0.728 -0.657 0.958 -0.028
O -1.072852 -1.853288 -1.918512 0.671 -0.442 0.468 -0.032
O 1.556127 -1.826273 0.375217 0.728 -2.246 1.284 0.034
H -1.189725 3.380288 1.162154 -0.102 0.254 -0.389 0.091
H -0.319186 2.671881 -1.724932 -0.115 0.971 -0.547 0.091
H 1.394499 2.321448 -1.112103 -0.704 0.699 -0.068 0.112
H -0.380596 0.202204 -2.241012 -2.857 -0.767 -0.422 0.056
H 0.981376 0.856974 -3.037950 -0.919 0.757 1.068 0.128
H 1.404107 -1.104144 -2.295686 1.296 -0.008 -0.736 0.116
H 2.260665 0.071041 -1.081160 1.296 -0.287 0.132 0.108
H -0.368608 -1.019551 3.552131 1.094 0.497 0.859 0.051
H -2.018981 -0.622298 3.126519 0.591 -0.701 -0.420 0.089
H -0.872474 -1.654297 2.013923 -0.720 0.768 0.779 0.091
H 1.052233 -2.628506 0.683146 0.338 0.284 -0.041 0.117
```
Positions in Å, forces in eV/Å.

The charge is -1. The multiplicity is 1. The energy relative to the best compared isomer or geometry (same formula, charge and spin) is 51.7 kcal per mole. The HOMO energy is -4.957 eV.

***

Number 4 is which compound?
C9H11N2O3

***

Repeat the first record exactly.
The following is a quantum chemistry calculation of a 2-piece molecular cluster, C4H8O3 overall, from the Open Molecules 2025 dataset.

The geometry in XYZ format:
```
15
Properties=species:S:1:pos:R:3:forces:R:3:lowdin_charge:R:1
O 0.543952 1.416207 -1.306020 -0.570 0.027 0.733 0.143
C -0.114872 1.403561 -0.330716 0.429 0.158 -0.501 -0.196
C -0.749110 1.618498 0.813711 -0.042 -0.229 -0.218 -0.183
O -0.923464 2.932539 1.232395 0.117 0.252 0.033 -0.025
H -1.232680 0.824753 1.365595 0.121 0.167 -0.151 0.113
H -0.049124 3.310999 1.374826 -0.130 0.089 0.136 0.095
C -0.399705 -1.379462 -1.319742 -0.035 -0.110 -0.187 -0.103
O -0.326027 -0.900286 0.006442 -0.070 -0.012 0.033 -0.301
C 0.903981 -1.148892 0.654397 0.171 -0.082 0.111 -0.107
H -1.330224 -0.988639 -1.740799 0.142 -0.125 0.052 0.100
H -0.422077 -2.476360 -1.340440 0.055 0.115 0.011 0.093
H 0.437853 -1.013229 -1.929923 -0.087 -0.076 0.147 0.089
H 1.086376 -2.225276 0.764526 -0.009 0.098 -0.059 0.093
H 0.833055 -0.688443 1.643658 0.044 -0.147 -0.158 0.091
H 1.742066 -0.685970 0.112091 -0.136 -0.124 0.016 0.097
```
Positions in Å, forces in eV/Å.

Its SMILES is O=C=CO.COC. The multiplicity is 1. The energy relative to the best compared isomer or geometry (same formula, charge and spin) is 79.8 kcal per mole. The HOMO energy is -8.383 eV.

***

Among the records above, which one has the highest multiplicity?
C11H46O14V